DFT (ωB97M-V with the def2-TZVPD basis set) results for a single C5H9NO molecule.

Last column: Löwdin charge in e.
Geometry (Å):
C: -1.64 -1.19 0.01  -0.0654
C: -0.57 -0.33 -0.66  -0.2949
C: -0.71 1.21 -0.42  -0.1269
C: 0.57 1.19 0.46  -0.0947
C: 0.77 -0.23 0.03  -0.3005
N: 1.74 -1.05 0.09  0.0465
O: 2.82 -0.46 0.75  -0.0676
H: -2.58 -1.11 -0.53  0.0779
H: -1.81 -0.86 1.04  0.0823
H: -1.34 -2.24 0.03  0.0781
H: -0.47 -0.61 -1.72  0.1378
H: -0.60 1.80 -1.34  0.1055
H: -1.63 1.52 0.09  0.1046
H: 0.35 1.24 1.54  0.1195
H: 1.37 1.90 0.24  0.1117
H: 3.50 -1.14 0.68  0.0860

Summary:
SMILES: C[C@H]1CC/C1=N\O
Frontier orbital gap, Ha: 0.3868
Energy above the lowest of the compared OMol25 structures with the same formula, charge and spin, kJ/mol: 280.8
Strongest force on any atom, hartree/bohr: 0.013